Record 1
Entry from the Open Molecules 2025 dataset: a molecular structure, C23H41LuN2P3Se in a non-equilibrium geometry (wB97M-V/def2-TZVPD).

CARTESIAN COORDINATES (ANGSTROEM)
Lu 0.07093 -0.00958 0.75255
P -2.63206 -0.12554 0.24883
P 0.19906 -2.79557 0.58147
P -0.00760 2.73322 0.50547
H 1.94988 -0.91174 -1.34978
C 1.99930 0.03361 -0.80159
C 2.54919 0.10801 0.48420
H 2.93602 -0.77753 0.99019
C -3.04165 -0.14670 -1.53818
C -3.55734 -1.57684 0.88075
C -3.63426 1.29008 0.85262
C 1.89288 -3.47830 0.60998
C -0.64590 -3.84888 1.81445
C -0.44805 -3.41953 -1.01220
C 1.61676 3.60138 0.51584
C -0.93999 3.69117 1.77074
C -0.74121 3.32168 -1.08212
H 1.84944 0.92173 -1.42580
H 2.90952 1.05223 0.89916
H -4.11668 -0.18848 -1.75673
H -2.55426 -1.01318 -2.01086
H -2.62725 0.75931 -2.00692
H -4.62136 -1.55785 0.60252
H -3.49511 -1.60469 1.97635
H -3.12384 -2.50920 0.49590
H -4.70887 1.17510 0.64275
H -3.29889 2.23040 0.39565
H -3.50900 1.38148 1.93816
H 1.91400 -4.52804 0.29506
H 2.29657 -3.40224 1.62450
H 2.54815 -2.89697 -0.05049
H -0.70440 -4.89865 1.48826
H -1.65856 -3.48511 2.00017
H -0.10043 -3.80819 2.76646
H -0.17329 -4.47093 -1.13514
H -0.03429 -2.84224 -1.84487
H -1.53891 -3.32272 -1.05656
H 1.52078 4.65551 0.21042
H 2.30805 3.08711 -0.16940
H 2.04322 3.55217 1.52614
H -0.95407 4.77274 1.54083
H -0.45778 3.54074 2.74499
H -1.96920 3.32149 1.84014
H -0.54442 4.39762 -1.20615
H -1.82782 3.14112 -1.09004
H -0.30182 2.76499 -1.92345
C 1.07161 0.12867 -5.03484
C 2.31149 -0.14465 -4.44172
C 3.50469 -0.06833 -5.16328
C 3.47812 0.20598 -6.53897
C 2.25145 0.38804 -7.17435
C 1.04420 0.34430 -6.45308
Se -0.38105 0.21369 -3.73134
H 0.16931 -0.03648 -2.27794
H 2.33288 -0.38480 -3.36600
H 4.44150 -0.22509 -4.62316
H 4.41712 0.26908 -7.08227
H 2.24643 0.57266 -8.25477
H 0.09129 0.48091 -6.96973
N 0.01305 0.04889 8.41502
C 0.03279 0.06300 7.24305
C 0.02558 0.05004 5.80955
C -0.92674 -0.70070 5.10488
C -0.88947 -0.71377 3.71179
N 0.03697 0.00765 3.03265
C 0.95563 0.74815 3.69874
C 0.97760 0.78323 5.08727
H -1.67477 -1.28346 5.64122
H -1.59916 -1.32640 3.15458
H 1.68416 1.29413 3.09419
H 1.74992 1.37108 5.58421

## Properties
relative energy (zero: lowest compared OMol25 entry of this formula, charge and spin)	0.0	kJ/mol
HOMO	-0.564	Eh
gap between HOMO and LUMO	4.36	eV
total charge	+3

Record 2
Entry from the Open Molecules 2025 dataset: 4 unconnected molecules or ions with the total composition C23H41N2O6P in a non-equilibrium geometry (wB97M-V/def2-TZVPD).

CARTESIAN COORDINATES (ANGSTROEM)
C 6.06791 2.66348 1.71256
C 6.01440 1.27570 1.90515
C 4.86488 0.53036 1.23762
C 4.32013 -0.75647 2.00172
C 4.93342 -2.00237 1.40034
N 5.17017 -3.03450 1.01479
C 2.75225 -0.74567 1.79444
C 2.52302 -0.84188 0.28366
N 2.28412 -0.69628 -0.81230
O 2.10534 -1.74207 2.52552
C 0.68682 -1.62049 2.45536
C 0.08598 -0.42363 3.26767
C -0.54290 0.69717 2.35563
C 0.37976 1.98074 2.28564
P 4.58845 -0.79630 3.88452
O 3.79287 0.48778 4.62054
O 6.20612 -0.85461 4.28599
H 6.87087 3.01814 1.03330
H 5.41318 3.37510 2.23885
H 6.82990 0.81645 2.48704
H 5.10782 0.23973 0.19401
H 4.00777 1.24491 1.16271
H 2.42804 0.24630 2.18812
H 0.27697 -1.57428 1.42456
H 0.28346 -2.55350 2.89952
H -0.75729 -0.81871 3.87263
H 0.79760 0.01826 3.99674
H -0.67704 0.29476 1.33302
H -1.51640 1.04991 2.74452
H -0.20349 2.91374 2.18210
H 1.06466 1.85283 1.41628
H 1.03904 2.02641 3.18060
H 2.85122 0.30521 4.45721
H 6.53813 0.04866 4.46458
C 0.79660 -1.01113 -3.82223
C 0.07028 -1.23165 -5.13935
C -0.35368 0.18119 -5.50461
O 0.63845 1.06126 -4.95931
C 1.47897 0.32409 -4.06196
H 1.49641 -1.80558 -3.56680
H 0.07196 -0.91993 -3.00846
H 0.76830 -1.61852 -5.88762
H -0.77019 -1.92253 -5.06845
H -1.31673 0.43677 -5.05295
H -0.42608 0.33294 -6.58215
H 2.45330 0.19022 -4.54549
H 1.62270 0.89328 -3.14328
C -3.32852 -1.18910 7.31332
C -4.43935 -0.45583 6.58120
C -3.67871 0.67553 5.91118
O -2.35868 0.18411 5.64219
C -2.17099 -1.05516 6.33931
H -3.56713 -2.22575 7.54953
H -3.09378 -0.67123 8.24717
H -4.88017 -1.11039 5.82430
H -5.23823 -0.10343 7.23306
H -3.58728 1.54120 6.57544
H -4.14400 1.00063 4.97913
H -2.18027 -1.86384 5.59946
H -1.19996 -1.05089 6.83707
C -5.05018 -0.46495 -8.29790
C -5.33068 1.01650 -8.11491
C -4.38534 1.37564 -6.98077
O -3.25370 0.50485 -7.09556
C -3.55550 -0.53431 -8.03426
H -5.32682 -0.84726 -9.28030
H -5.59088 -1.04159 -7.54225
H -5.05236 1.56172 -9.02095
H -6.37245 1.24271 -7.88831
H -4.84980 1.19887 -6.00458
H -4.05261 2.41389 -7.02394
H -2.98199 -0.34096 -8.94737
H -3.24440 -1.49750 -7.62614

## Properties
relative energy (zero: lowest compared OMol25 entry of this formula, charge and spin)	186.7	kJ/mol
HOMO	-0.302	Eh
gap between HOMO and LUMO	7.59	eV
SMILES	C=CC[C@](C#N)([C@@H](C#N)OCCCC)P(O)O.C1CCOC1.C1CCOC1.C1CCOC1
total charge	0

Record 3
Entry from the Open Molecules 2025 dataset: a molecular structure, C23H41N2P3SeTc in a non-equilibrium geometry (wB97M-V/def2-TZVPD).

CARTESIAN COORDINATES (ANGSTROEM)
Tc 0.23451 0.53318 0.59081
P 0.35787 -1.56811 -0.96350
P 0.14237 1.70533 -1.59551
P -1.49257 -0.28421 1.75108
H -1.18154 3.45793 0.85216
C -0.77873 2.90257 1.70092
C 0.46263 2.15437 1.60004
H 1.07836 2.47008 0.67374
C -0.97189 -2.03054 -2.12698
C 1.86188 -1.55045 -2.00960
C 0.57920 -3.13514 -0.04409
C -0.51801 3.42093 -1.49237
C 1.88421 2.12236 -2.06898
C -0.51296 1.24356 -3.26736
C -2.62319 0.72712 2.78448
C -0.84146 -1.36554 3.09760
C -2.73325 -1.44058 1.02372
H -0.92157 3.28613 2.70674
H 0.98662 1.93329 2.56635
H -0.67607 -2.99649 -2.55673
H -1.07253 -1.28911 -2.92782
H -1.92007 -2.14181 -1.58718
H 1.96722 -2.56403 -2.41952
H 2.75302 -1.31314 -1.41270
H 1.76661 -0.84589 -2.84452
H 0.71691 -3.91007 -0.81029
H -0.30964 -3.37387 0.55327
H 1.47425 -3.09856 0.58861
H -0.33954 3.91869 -2.45782
H 0.00225 3.97287 -0.70110
H -1.59496 3.37489 -1.26537
H 1.86393 2.58985 -3.06593
H 2.53204 1.23721 -2.10116
H 2.30429 2.82431 -1.34504
H -0.13260 1.98240 -3.99381
H -1.61096 1.27845 -3.24278
H -0.17844 0.24588 -3.58308
H -3.25111 0.11001 3.44112
H -3.29728 1.32370 2.15911
H -2.03379 1.41307 3.39859
H -1.61049 -1.63458 3.83414
H -0.05093 -0.81954 3.61768
H -0.42737 -2.30041 2.71094
H -3.52064 -1.72452 1.73591
H -2.31055 -2.37595 0.64104
H -3.25358 -0.94436 0.19716
C -5.39557 1.44764 -0.65265
C -4.56450 2.33916 0.07109
C -5.13694 3.26202 0.95380
C -6.53210 3.29326 1.09356
C -7.37182 2.45434 0.34350
C -6.79980 1.54560 -0.55009
Se -4.74005 0.01260 -1.77645
H -3.57967 0.86612 -2.10829
H -3.47810 2.32975 -0.07690
H -4.51523 3.94493 1.55283
H -6.97290 3.96199 1.82379
H -8.46640 2.49570 0.42570
H -7.43572 0.90568 -1.16396
N 7.11893 -1.67934 0.21061
C 6.08535 -1.26307 0.57539
C 4.78973 -0.74844 0.94602
C 4.47422 0.57185 0.66226
C 3.17649 0.99756 0.85855
N 2.19392 0.10267 1.13878
C 2.51126 -1.11064 1.67558
C 3.81653 -1.56031 1.53709
H 5.16783 1.31261 0.28631
H 2.94664 2.06560 0.75418
H 1.74638 -1.68317 2.23918
H 4.05264 -2.55575 1.86770

## Properties
relative energy (zero: lowest compared OMol25 entry of this formula, charge and spin)	22.8	kJ/mol
HOMO (alpha / beta)	-0.757 / -0.763	Eh
gap between HOMO and LUMO (alpha / beta)	6.88 / 6.15	eV
multiplicity	4
total charge	+4
⟨S²⟩	3.790

Record 4
Entry from the Open Molecules 2025 dataset: a molecular structure, C23H41N9ReS2 in a non-equilibrium geometry (wB97M-V/def2-TZVPD).

CARTESIAN COORDINATES (ANGSTROEM)
Re 0.24222 0.05792 -0.16902
C 0.59492 -4.16238 0.94468
C 0.17762 -2.79608 0.56258
N 1.01982 -1.84348 0.25548
C 2.45582 -2.06918 0.30318
C 3.15972 -0.84188 -0.28552
N 2.42682 0.34342 0.18038
C 3.00522 1.62512 -0.23892
C 2.07672 2.78432 0.19308
N 0.83692 2.27612 0.80538
C -0.30928 3.19122 0.70248
C -1.17138 2.76212 -0.49112
N -1.45268 1.34532 -0.33802
C -2.63158 0.89142 -0.02872
C -3.87168 1.67802 0.14948
C -2.65328 -0.55568 0.21188
C -3.77208 -1.34968 0.44488
C -3.60348 -2.71668 0.63588
C -2.32448 -3.24898 0.67168
C -1.22578 -2.40358 0.49628
N -1.40668 -1.08668 0.21218
H 1.50592 -4.14868 1.53928
H 0.81192 -4.75137 0.05088
H -0.17528 -4.68148 1.50548
H 2.74542 -2.97728 -0.23402
H 2.74752 -2.20958 1.35238
H 3.11912 -0.84878 -1.37812
H 4.21052 -0.82278 0.02048
H 2.47152 0.32052 1.20578
H 3.11872 1.60382 -1.32442
H 4.00072 1.75662 0.19518
H 1.81682 3.38912 -0.67752
H 2.59862 3.44232 0.89368
H 1.00972 2.06982 1.78908
H 0.00922 4.22912 0.57498
H -0.89858 3.12352 1.61648
H -0.61008 2.90602 -1.41682
H -2.06918 3.37492 -0.54402
H -3.82998 2.67062 -0.28992
H -4.08408 1.79722 1.21538
H -4.72408 1.14892 -0.27392
H -4.76128 -0.92328 0.46138
H -4.46368 -3.35658 0.75978
H -2.18788 -4.30948 0.81788
S 0.52952 0.19132 3.97108
C 0.21122 0.35262 5.59948
N 0.37152 -0.58268 6.51008
C 0.04392 -0.27438 7.88678
C -0.35028 1.20182 7.96168
S -0.38708 1.85072 6.27068
H 0.74082 -1.50008 6.28968
H 0.91002 -0.48858 8.52227
H -0.77778 -0.92057 8.21797
H 0.36652 1.79912 8.52958
H -1.33768 1.36182 8.39937
C -0.71988 0.96452 -5.63162
N 0.25272 1.09672 -4.57232
C 0.83772 2.41133 -4.45682
C 0.40002 0.14882 -3.59712
N 0.66282 0.54082 -2.34362
N 0.30892 -1.13898 -3.94932
C 0.12602 -2.17128 -2.95862
C 0.63792 -1.61868 -5.27872
H -1.39678 1.82292 -5.59642
H -1.30818 0.05862 -5.52812
H -0.24998 0.98092 -6.61802
H 0.98542 2.81712 -5.45832
H 1.81452 2.36912 -3.97582
H 0.17812 3.11172 -3.93292
H 0.78182 1.55162 -2.34102
H -0.65078 -1.87728 -2.25212
H 1.05982 -2.36937 -2.42472
H -0.18798 -3.08528 -3.45902
H 1.15042 -0.85908 -5.86072
H -0.24688 -1.95628 -5.82222
H 1.30852 -2.47348 -5.17823

## Properties
relative energy (zero: lowest compared OMol25 entry of this formula, charge and spin)	42.8	kJ/mol
HOMO (alpha / beta)	-0.665 / -0.664	Eh
gap between HOMO and LUMO (alpha / beta)	5.57 / 3.21	eV
multiplicity	2
total charge	+4
⟨S²⟩	0.791

Record 5
Entry from the Open Molecules 2025 dataset: a molecular structure, C23H41NO2P2W in a non-equilibrium geometry (wB97M-V/def2-TZVPD).

CARTESIAN COORDINATES (ANGSTROEM)
W 0.50017 -1.31842 0.50320
C -0.86949 -1.62495 2.24290
C -0.42386 -2.85262 1.66841
C 1.45838 -1.66252 2.42239
C 0.28299 -0.87352 2.67596
C 1.02285 -2.93052 1.84239
C -2.26689 -1.12521 2.23710
H -2.69296 -1.15257 1.23239
H -2.33757 -0.08424 2.60136
H -2.93108 -1.73044 2.85832
C 0.25603 0.52949 3.15348
H -0.59895 1.08140 2.72702
H 1.15148 1.08553 2.84984
H 0.17349 0.60668 4.24507
C 2.86271 -1.22885 2.65573
H 3.09939 -1.37390 3.72562
H 3.01628 -0.16545 2.41295
H 3.58979 -1.79537 2.04138
C 1.81810 -4.18541 1.61045
H 1.61232 -4.85802 2.46456
H 2.90564 -3.99438 1.56447
H 1.51261 -4.74303 0.69742
C -1.30021 -3.84880 1.01139
H -1.69852 -4.53970 1.76976
H -0.76380 -4.45049 0.27041
H -2.15052 -3.36956 0.51149
C -1.10759 3.85976 0.60205
C -2.14287 3.16995 1.18635
C -3.15962 2.20336 0.68565
C -3.68007 2.30497 -0.80280
C -2.71768 1.74080 -1.79226
C -1.37237 1.75065 -1.61923
C -0.37085 1.85620 -0.48597
C 0.05691 3.32056 -0.14358
H -4.02422 2.30821 1.34924
H -3.94138 3.34441 -1.10989
H -2.75890 1.17782 0.79395
H 0.35106 3.89901 -1.01704
H -0.98159 4.92133 0.92055
H -2.50123 3.59853 2.14403
H 0.94458 3.34409 0.51196
H -0.71856 1.34723 0.40932
H 1.66470 -2.51670 0.05379
H 0.57911 1.36361 -0.74842
H -4.68208 1.85251 -0.88559
H -3.09588 0.89420 -2.37953
P -0.34744 0.84585 -2.82787
C -0.15933 2.52373 -3.67183
C -1.11119 0.01155 -4.22032
P 1.59849 -1.20543 -1.40809
C 1.32108 0.06268 -2.75387
C 0.90101 -2.76158 -2.18826
C 3.36058 -0.82374 -0.92564
H 0.81689 2.97918 -3.47696
H -0.91864 3.20639 -3.27331
H -0.32898 2.52780 -4.76011
H -0.83672 0.55720 -5.12553
H -2.20555 0.03899 -4.13717
H -0.83252 -1.03030 -4.41619
H 3.78567 -0.21546 -1.76314
H 4.00742 -1.68549 -0.68049
H 3.34429 -0.18185 -0.00189
H 2.07097 0.86751 -2.66863
H 1.54315 -0.51721 -3.67022
H 1.43270 -3.68821 -1.88191
H 0.97266 -2.62653 -3.28557
H -0.16872 -2.91124 -1.90581
O 1.87495 3.43996 2.96146
N 3.03371 3.13707 2.64815
O 3.27564 2.31348 1.76516

## Properties
relative energy (zero: lowest compared OMol25 entry of this formula, charge and spin)	394.1	kJ/mol
HOMO (alpha / beta)	-0.485 / -0.471	Eh
gap between HOMO and LUMO (alpha / beta)	6.53 / 5.00	eV
multiplicity	3
total charge	+2
⟨S²⟩	2.042

Record 6
Entry from the Open Molecules 2025 dataset: 3 unconnected molecules or ions with the total composition C23H42BClN3O8P in a non-equilibrium geometry (wB97M-V/def2-TZVPD).

CARTESIAN COORDINATES (ANGSTROEM)
C 0.08052 -5.51016 1.59122
C -0.19100 -5.39530 3.08441
N -0.14094 -4.02121 3.65253
C 0.07860 -2.96379 2.73897
C -1.03782 -2.34836 2.07678
P -2.74103 -2.85631 2.36708
O -3.53872 -3.01303 1.14604
O -3.32583 -1.68755 3.30258
O -2.83068 -4.15172 3.27613
C -0.80314 -1.31046 1.16852
C -1.91326 -0.63279 0.41245
C 0.52913 -0.88208 0.90999
N 0.72926 0.10540 -0.00951
C 1.95499 0.47189 -0.24321
C 2.16400 1.51380 -1.29268
B 2.12915 0.84558 -2.74309
O 2.58901 1.53722 -3.82147
O 1.60322 -0.42343 -2.95678
C 3.05345 -0.10934 0.47343
C 4.46449 0.34724 0.18629
C 5.49428 -0.28014 1.10974
C 5.84286 -1.71047 0.75231
O 7.00565 -1.71626 -0.09454
N 2.89808 -1.04859 1.35977
C 1.61501 -1.45738 1.57168
C 1.35748 -2.50438 2.48778
Cl 2.70768 -3.23321 3.29984
H 1.09093 -5.18848 1.35490
H 0.03599 -6.56565 1.33152
H -0.64420 -4.98878 0.97307
H -1.14390 -5.86978 3.29593
H 0.58364 -5.97180 3.58514
H 0.57119 -4.01023 4.36414
H -4.22324 -1.49519 3.00357
H -2.89803 -3.89391 4.20409
H -2.15245 -1.24948 -0.45206
H -2.81257 -0.54425 1.00085
H -1.59388 0.32730 0.03302
H 3.09919 2.04701 -1.18082
H 1.32979 2.21014 -1.26446
H 2.82529 0.93079 -4.52918
H 2.10217 -1.12117 -2.52436
H 4.51453 1.43088 0.21204
H 4.70185 0.02111 -0.83091
H 5.21797 -0.20135 2.15591
H 6.41663 0.28837 1.00015
H 5.03250 -2.21429 0.22960
H 6.09187 -2.27540 1.64641
H 6.83906 -2.27558 -0.85229
C 2.25057 6.25780 -2.81213
C 1.90288 5.29005 -1.69487
O 2.71057 5.42436 -0.53898
C 2.66916 6.68273 0.10886
C 1.28844 7.08258 0.60013
H 3.29671 6.14752 -3.10023
H 1.62599 6.06183 -3.68400
H 2.09353 7.29664 -2.51878
H 2.06365 4.27042 -2.04270
H 0.84193 5.36669 -1.42975
H 3.08839 7.46004 -0.53990
H 3.34366 6.59095 0.96028
H 0.57923 7.19985 -0.22015
H 1.34120 8.03353 1.13082
H 0.89071 6.32547 1.27731
C -5.82194 -2.53443 -1.30129
C -5.15385 -1.39046 -2.04032
O -5.94169 -0.81858 -3.07324
C -7.17733 -0.26126 -2.67329
C -7.05249 0.86631 -1.66204
H -6.10731 -3.32549 -1.99718
H -5.13664 -2.94627 -0.56116
H -6.72438 -2.21323 -0.77705
H -4.25386 -1.75578 -2.53537
H -4.82931 -0.61458 -1.33686
H -7.84594 -1.04378 -2.29620
H -7.63113 0.12257 -3.58756
H -6.61429 0.52634 -0.72279
H -8.03654 1.28022 -1.43867
H -6.41874 1.66248 -2.05536

## Properties
HOMO	-0.314	Eh
gap between HOMO and LUMO	8.12	eV
SMILES	CCNc1c(P(=O)(O)O)c(C)c2nc(CB(O)O)c(CCCO)nc2c1Cl.CCOCC.CCOCC
total charge	0

Number 1: molecular weight 692.44 g mol⁻¹. Number 2: molecular weight 472.56 g mol⁻¹. Number 3: molecular weight 615.48 g mol⁻¹. Number 4: molecular weight 693.99 g mol⁻¹. Number 5: molecular weight 609.37 g mol⁻¹. Number 6: molecular weight 565.84 g mol⁻¹.